Version 1
{
  "formula": "CH14O6",
  "method": "ωB97M-V/def2-TZVPD",
  "symbols": ["C", "O", "H", "H", "H", "H", "O", "H", "H", "O", "H", "H", "O", "H", "H", "O", "H", "H", "O", "H", "H"],
  "coordinates": [[-2.578, 3.478, -0.165], [-3.551, 3.201, 0.873], [-1.846, 4.194, 0.209], [-3.125, 3.902, -1.004], [-2.074, 2.545, -0.389], [-4.229, 3.876, 0.796], [2.622, -1.604, 0.127], [2.992, -2.095, -0.612], [1.694, -1.493, -0.095], [-0.978, -1.442, -1.000], [-1.698, -0.797, -1.015], [-0.331, -0.955, -1.503], [0.155, -4.170, 0.546], [-0.480, -4.024, -0.160], [0.444, -5.083, 0.544], [1.014, -0.073, -2.724], [1.693, -0.042, -2.064], [1.411, -0.584, -3.431], [3.326, 0.491, 3.763], [2.920, -0.374, 3.877], [2.620, 1.047, 3.426]],
  "e_lumo_ev": 0.29,
  "smiles": "CO.O.O.O.O.O",
  "homo_lumo_gap_ev": 10.799
}



Version 2
{
  "formula": "CH14O6",
  "method": "ωB97M-V/def2-TZVPD",
  "symbols": ["C", "O", "H", "H", "H", "H", "O", "H", "H", "O", "H", "H", "O", "H", "H", "O", "H", "H", "O", "H", "H"],
  "coordinates": [[1.979, 0.036, 0.293], [1.221, 1.262, 0.343], [2.444, -0.171, -0.684], [1.411, -0.759, 0.556], [2.754, 0.210, 1.030], [1.142, 1.618, 1.326], [-1.987, -0.251, 1.761], [-2.243, 0.639, 1.466], [-1.289, -0.327, 1.110], [-2.085, -3.588, -3.530], [-2.378, -3.661, -2.576], [-1.402, -4.165, -3.739], [-0.596, -1.314, -0.852], [-0.605, -1.754, -1.808], [-0.327, -0.397, -1.053], [-0.474, 0.815, 4.028], [-0.950, 0.328, 3.422], [0.434, 0.455, 4.064], [2.041, 3.261, -2.009], [2.584, 3.728, -1.315], [1.586, 2.565, -1.483]],
  "e_lumo_ev": 0.17,
  "smiles": "CO.O.O.O.O.O",
  "homo_lumo_gap_ev": 11.390
}



Most stable: version 1 (next structure +0.0204 hartree)